A molecular structure, C27H24BrCrN5O2PS, computed with the ωB97M-V functional and the def2-TZVPD basis.

Last column: natural (NBO) charge in e.
Cartesian coordinates (Å):
Cr  0.4207  -0.2708  -0.7490  1.057
N  2.0778  -0.2220  1.8949  -0.886
P  0.5169  0.3936  1.5801  1.094
C  0.5170  2.1584  1.9381  -0.411
C  0.8287  2.6467  3.2086  -0.130
C  0.8594  4.0093  3.4372  -0.219
C  0.5623  4.8906  2.4031  -0.172
C  0.2328  4.4114  1.1459  -0.191
C  0.2130  3.0437  0.9095  -0.186
C  -0.4928  -0.3424  2.8784  -0.409
C  -0.1499  -1.5584  3.4617  -0.204
C  -0.9964  -2.1420  4.3921  -0.191
C  -2.1905  -1.5239  4.7297  -0.185
C  -2.5407  -0.3170  4.1391  -0.215
C  -1.6947  0.2766  3.2187  -0.133
C  2.9721  -0.4479  0.8658  0.420
C  4.3337  -0.5837  1.1540  -0.281
C  5.2165  -0.7992  0.1231  -0.102
C  4.7364  -0.8727  -1.1827  -0.279
C  3.3868  -0.7381  -1.3852  0.071
N  2.4976  -0.5402  -0.3881  -0.574
H  2.4991  -0.0851  2.8077  0.418
H  1.0285  1.9606  4.0242  0.209
H  1.1020  4.3886  4.4192  0.228
H  0.5782  5.9550  2.5860  0.228
H  -0.0147  5.0989  0.3504  0.226
H  -0.0699  2.6661  -0.0668  0.219
H  0.7698  -2.0532  3.1863  0.228
H  -0.7224  -3.0815  4.8505  0.225
H  -2.8479  -1.9802  5.4554  0.227
H  -3.4720  0.1644  4.3993  0.228
H  -1.9707  1.2216  2.7695  0.219
H  4.6703  -0.5046  2.1779  0.229
H  6.2715  -0.9027  0.3291  0.235
H  5.3921  -1.0316  -2.0240  0.240
H  2.9563  -0.7972  -2.3767  0.229
Br  0.4436  -3.7518  0.5154  0.097
C  -1.2783  -3.0289  0.1949  0.165
C  -2.4085  -3.7891  0.4489  -0.257
C  -3.6362  -3.2147  0.1582  -0.131
C  -3.6877  -1.9346  -0.3774  -0.195
C  -2.4956  -1.2644  -0.5804  0.089
N  -1.3107  -1.8079  -0.2878  -0.519
C  -2.4586  0.1318  -1.1780  0.760
O  -3.4598  0.6079  -1.6663  -0.599
O  -1.2918  0.6999  -1.1555  -0.845
H  -2.3257  -4.7861  0.8519  0.247
H  -4.5451  -3.7700  0.3417  0.236
H  -4.6162  -1.4505  -0.6400  0.259
C  0.5862  -0.8013  -6.2793  -0.408
N  -0.1464  0.1305  -5.4405  -0.330
C  -0.8610  1.2200  -5.9058  -0.077
C  -1.3822  1.8495  -4.8291  -0.041
N  -0.9704  1.1436  -3.7239  -0.521
C  -0.2222  0.0960  -4.1000  0.286
S  0.4727  -1.1122  -3.0970  -0.307
H  0.0398  -0.9307  -7.2097  0.224
H  0.6617  -1.7575  -5.7645  0.243
H  1.5845  -0.4184  -6.4878  0.218
H  -0.9393  1.4337  -6.9533  0.239
H  -2.0103  2.7146  -4.7526  0.244
H  -1.2195  1.2997  -2.7453  0.460

Force components x, y, z for each atom (eV/Å):
-0.3529 -0.1884 -0.6605
-0.1057 0.2083 0.2772
0.1280 0.0338 0.0164
0.0508 -0.0167 0.1178
-0.0101 -0.0328 0.0111
-0.0144 0.0025 -0.0282
-0.0109 -0.0263 -0.0197
0.0080 0.0080 0.0373
-0.0282 0.0151 -0.0576
0.0194 -0.0352 -0.0477
-0.0326 -0.0102 0.0020
-0.0125 0.0053 -0.0030
0.0120 0.0160 -0.0214
-0.0062 -0.0361 0.0259
-0.0148 -0.0103 -0.0211
0.1758 -0.0568 -0.0316
-0.0364 0.0088 -0.0661
-0.0690 -0.0013 -0.0114
-0.0394 0.0092 0.0515
-0.0747 -0.0818 -0.0934
0.0788 0.0113 0.2492
-0.0508 -0.0469 -0.1678
0.0141 -0.0138 0.0020
0.0145 0.0152 0.0464
0.0031 0.0661 0.0082
-0.0073 0.0369 -0.0382
0.0245 -0.0117 0.0191
0.0649 -0.0298 -0.0159
0.0148 -0.0397 0.0238
-0.0390 -0.0238 0.0342
-0.0448 0.0305 0.0206
0.0024 0.0578 -0.0300
0.0223 -0.0076 0.0229
0.0728 -0.0055 0.0116
0.0373 -0.0087 -0.0184
0.0371 0.0120 0.0527
0.0250 0.0328 0.0094
-0.0305 -0.1634 0.0476
-0.0355 0.0842 -0.0208
0.0534 0.0276 -0.0133
0.0799 -0.0091 0.0152
-0.1319 0.0532 0.0420
0.1622 0.1371 0.0288
-0.2085 -0.2784 0.0085
-0.0029 0.0508 0.0462
0.1290 0.1193 0.3909
0.0174 -0.0327 0.0124
-0.0352 -0.0173 0.0003
-0.0099 0.0193 -0.0119
0.0187 -0.0960 0.0471
-0.0616 0.0847 -0.0093
-0.1608 0.1781 0.1260
0.1494 -0.1659 -0.2287
0.1506 -0.0148 -0.4634
-0.0435 -0.0095 0.3016
0.1902 0.0007 0.0211
0.0205 -0.0188 -0.0178
0.0040 0.0754 -0.0544
-0.0039 -0.0300 0.0046
-0.0116 0.0320 -0.1007
-0.0489 0.0742 -0.0121
-0.0466 0.0130 0.1328

The calculated total energy is -5825.55792 a.u. The spin multiplicity is 5. The net charge is +1.